Here is a 2-piece molecular cluster, CH8NO overall from the Open Molecules 2025 dataset. Energies are from ωB97M-V with the def2-TZVPD basis set.

Structure (XYZ):
```
11
CH8NO (ωB97M-V with the def2-TZVPD basis set)
N -1.792 -0.177 -0.047
H -2.331 -0.714 0.684
H -2.176 0.727 -0.120
H -0.765 -0.208 0.182
H -1.980 -0.697 -0.936
C 1.642 0.381 -0.255
O 0.691 -0.227 0.669
H 1.053 1.061 -0.928
H 2.425 0.953 0.283
H 2.059 -0.434 -0.886
H 1.174 -0.666 1.354
```

## Properties
Energy relative to the best compared isomer or geometry (same formula, charge and spin): 12.50 kcal per mole
Net charge: +1
Maximum force: 3.4 eV Å⁻¹
HOMO energy: -0.5755 Ha

natural (NBO) atomic charge list, values in e, 2 entries:
1 N -0.884
2 H 0.449

Here is a 2-piece molecular cluster, CH8NO overall from the Open Molecules 2025 dataset. Energies are from ωB97M-V with the def2-TZVPD basis set.

Structure (XYZ):
```
11
CH8NO (ωB97M-V with the def2-TZVPD basis set)
N 1.890 -0.886 0.301
H 2.169 -1.496 -0.511
H 2.138 0.127 0.034
H 0.875 -0.736 0.414
H 2.259 -1.020 1.291
C -1.358 0.721 -0.811
O -0.884 0.428 0.552
H -2.460 0.559 -0.925
H -0.726 1.525 -1.223
H -0.842 -0.141 -1.532
H -1.413 -0.365 0.796
```

## Properties
Energy relative to the best compared isomer or geometry (same formula, charge and spin): 39.91 kcal per mole
Net charge: +1
Maximum force: 4.7 eV Å⁻¹
HOMO energy: -0.5367 Ha

natural (NBO) atomic charge list, values in e, 2 entries:
1 N -0.914
2 H 0.477

Here is a 3-piece molecular cluster, CH8NO2 overall from the Open Molecules 2025 dataset. Energies are from ωB97M-V with the def2-TZVPD basis set.

Structure (XYZ):
```
12
CH8NO2 (ωB97M-V with the def2-TZVPD basis set)
C 1.346 1.146 0.147
N 0.616 0.223 0.634
H 2.356 0.922 -0.181
H 0.934 2.122 -0.068
H -0.267 0.488 1.081
H 0.800 -0.739 0.352
H 0.523 -2.977 -0.661
H 1.342 -1.901 -1.459
O 0.588 -2.039 -0.876
H -1.854 1.489 -0.348
H -2.844 0.372 -0.112
O -2.248 0.968 0.360
```

## Properties
Energy relative to the best compared isomer or geometry (same formula, charge and spin): 20.24 kcal per mole
Net charge: +1
Maximum force: 1.5 eV Å⁻¹
HOMO energy: -0.5831 Ha

natural (NBO) atomic charge list, values in e, 2 entries:
1 C 0.142
2 N -0.576

Here is a 3-piece molecular cluster, CH8NO3 overall from the Open Molecules 2025 dataset. Energies are from ωB97M-V with the def2-TZVPD basis set.

Structure (XYZ):
```
13
CH8NO3 (ωB97M-V with the def2-TZVPD basis set)
N -0.088 0.996 2.223
C 0.310 0.586 0.842
O -0.647 -0.079 0.168
H -0.454 1.948 2.206
H -0.923 0.466 2.446
H 0.654 1.515 0.325
H 1.270 0.051 0.947
H 0.854 -2.506 -1.531
H 0.151 -1.569 -0.551
O 0.913 -2.192 -0.619
H -0.866 0.132 -1.369
H -0.281 0.664 -2.701
O -0.893 -0.013 -2.387
```

## Properties
Energy relative to the best compared isomer or geometry (same formula, charge and spin): 7.56 kcal per mole
Net charge: -1
Maximum force: 0.8 eV Å⁻¹
HOMO energy: -0.1339 Ha

natural (NBO) atomic charge list, values in e, 2 entries:
1 N -0.896
2 C 0.130

Here is a 4-piece molecular cluster, CH8NO5 overall from the Open Molecules 2025 dataset. Energies are from ωB97M-V with the def2-TZVPD basis set.

Structure (XYZ):
```
15
CH8NO5 (ωB97M-V with the def2-TZVPD basis set)
N 1.211 -0.706 2.084
C 0.935 -0.461 0.717
O -0.211 0.008 0.469
O 1.870 -0.675 -0.076
H 0.426 -0.822 2.701
H 1.969 -1.359 2.186
H -0.161 2.010 -1.177
H -0.735 0.677 -1.527
O -0.545 1.534 -1.923
H -1.928 2.464 0.218
H -1.601 1.153 0.920
O -2.255 1.883 0.911
H -0.914 -1.352 -1.378
H 0.548 -1.571 -1.661
O -0.316 -1.986 -1.788
```

## Properties
Energy relative to the best compared isomer or geometry (same formula, charge and spin): 3.24 kcal per mole
Net charge: -1
Maximum force: 0.7 eV Å⁻¹
HOMO energy: -0.1958 Ha

natural (NBO) atomic charge list, values in e, 2 entries:
1 N -0.903
2 C 0.881

Here is the molecule CH8NP3 from the Open Molecules 2025 dataset. Energies are from ωB97M-V with the def2-TZVPD basis set.

Structure (XYZ):
```
13
CH8NP3 (ωB97M-V with the def2-TZVPD basis set)
C 1.196 -1.492 -0.577
N 0.976 -0.475 0.752
P -0.396 0.524 0.951
P -1.966 -0.208 -0.579
P 0.297 2.290 -0.270
H 0.659 -2.452 -0.449
H 0.679 -0.810 -1.387
H 2.310 -1.579 -0.535
H 0.992 -1.230 1.437
H -2.753 0.689 -0.048
H -2.266 -1.490 0.211
H -0.698 3.352 -0.272
H 0.970 2.880 0.767
```

## Properties
Energy relative to the best compared isomer or geometry (same formula, charge and spin): 13.05 kcal per mole
SMILES: CNP(P)#[PH2]
Maximum force: 4.1 eV Å⁻¹
HOMO energy: -0.2956 Ha

natural (NBO) atomic charge list, values in e, 2 entries:
1 C -0.437
2 N -0.982

Here is a 2-piece molecular cluster, CH8NP3 overall from the Open Molecules 2025 dataset. Energies are from ωB97M-V with the def2-TZVPD basis set.

Structure (XYZ):
```
13
CH8NP3 (ωB97M-V with the def2-TZVPD basis set)
N -2.064 0.458 1.330
P -0.880 -0.227 0.696
P -1.010 -1.358 -1.284
P 0.627 -1.230 2.192
H -0.780 -2.441 -0.662
H -2.360 -1.497 -1.533
H 0.000 -0.415 3.047
H 1.799 -0.462 2.120
C 0.968 1.420 -1.144
H -0.025 1.855 -1.024
H 1.192 0.789 -0.270
H 1.733 2.179 -1.381
H 0.801 0.930 -2.087
```

## Properties
Energy relative to the best compared isomer or geometry (same formula, charge and spin): 55.02 kcal per mole
SMILES: N#P(P)P.C
Maximum force: 4.5 eV Å⁻¹
HOMO energy: -0.3108 Ha

natural (NBO) atomic charge list, values in e, 2 entries:
1 N -0.939
2 P 0.848

Here is a 2-piece molecular cluster, CH8Si2 overall from the Open Molecules 2025 dataset. Energies are from ωB97M-V with the def2-TZVPD basis set.

Structure (XYZ):
```
11
CH8Si2 (ωB97M-V with the def2-TZVPD basis set)
C -2.561 2.221 -0.821
Si -2.258 0.807 0.143
H -3.139 3.084 -0.555
H -1.707 2.388 -1.532
H -0.942 0.223 0.254
H -3.538 0.324 0.509
Si 2.439 -1.200 0.290
H 1.418 -1.298 1.443
H 3.398 -0.062 0.399
H 2.042 -0.632 -1.046
H 2.946 -2.606 0.085
```

## Properties
Energy relative to the best compared isomer or geometry (same formula, charge and spin): 79.17 kcal per mole
SMILES: C=[SiH2].[SiH4]
Maximum force: 2.9 eV Å⁻¹
HOMO energy: -0.3044 Ha

natural (NBO) atomic charge list, values in e, 2 entries:
1 C -1.079
2 Si 0.943

Here is CH9CuOP2 as an isolated structure from the Open Molecules 2025 dataset. Energies are from ωB97M-V with the def2-TZVPD basis set.

Structure (XYZ):
```
14
CH9CuOP2 (ωB97M-V with the def2-TZVPD basis set)
C 1.656 0.752 0.081
P 0.592 -0.796 0.511
O 0.947 -2.145 -0.539
P -1.458 -0.197 0.039
H 1.165 1.285 -0.865
H 1.607 1.462 1.010
H 2.726 0.361 -0.187
H 1.021 -2.951 0.083
H -1.071 1.166 0.373
H -1.811 -0.475 1.418
H -1.708 -1.564 -0.360
H -1.127 0.109 -1.357
H -2.820 0.204 -0.207
Cu 0.280 2.787 0.001
```

## Properties
Maximum force: 3.5 eV Å⁻¹
HOMO energy: -0.2598 Ha

natural (NBO) atomic charge list, values in e, 2 entries:
1 C -1.039
2 P 0.749

Here is a 2-piece molecular cluster, CH9N2 overall from the Open Molecules 2025 dataset. Energies are from ωB97M-V with the def2-TZVPD basis set.

Structure (XYZ):
```
12
CH9N2 (ωB97M-V with the def2-TZVPD basis set)
N 1.714 -1.080 0.581
H 1.225 -1.949 0.529
H 2.352 -1.105 1.345
H 0.227 0.069 0.530
H 2.280 -1.045 -0.203
C -1.068 0.943 -1.040
N -0.809 0.340 0.352
H -2.079 0.550 -1.172
H -1.103 2.047 -1.173
H -0.404 0.379 -1.784
H -1.414 -0.483 0.462
H -1.013 1.065 1.176
```

## Properties
Energy relative to the best compared isomer or geometry (same formula, charge and spin): 17.65 kcal per mole
Net charge: +1
Maximum force: 3.6 eV Å⁻¹
HOMO energy: -0.5703 Ha

natural (NBO) atomic charge list, values in e, 2 entries:
1 N -1.076
2 H 0.376

Here is a 2-piece molecular cluster, CH9N2O overall from the Open Molecules 2025 dataset. Energies are from ωB97M-V with the def2-TZVPD basis set.

Structure (XYZ):
```
13
CH9N2O (ωB97M-V with the def2-TZVPD basis set)
N 0.743 -1.730 1.037
H 1.585 -1.349 1.217
H 0.352 -2.253 1.911
H -0.139 -1.009 -0.032
H 1.159 -2.387 0.380
N -0.571 -0.121 -0.606
C -0.166 1.237 -0.136
O -0.379 2.067 -1.268
H -1.519 -0.234 -0.674
H -0.411 0.015 -1.674
H -0.724 1.546 0.726
H 0.841 1.274 0.231
H -0.771 2.944 -1.115
```

## Properties
Energy relative to the best compared isomer or geometry (same formula, charge and spin): 28.57 kcal per mole
Net charge: +1
Maximum force: 4.7 eV Å⁻¹
HOMO energy: -0.5763 Ha

natural (NBO) atomic charge list, values in e, 2 entries:
1 N -1.059
2 H 0.384

Here is a 2-piece molecular cluster, CH9N2O overall from the Open Molecules 2025 dataset. Energies are from ωB97M-V with the def2-TZVPD basis set.

Structure (XYZ):
```
13
CH9N2O (ωB97M-V with the def2-TZVPD basis set)
O 0.054 -0.737 -2.691
H 0.526 0.094 -2.722
H 0.997 1.455 1.208
H -0.762 -0.644 -3.262
N 0.169 1.315 0.594
C -0.345 -0.111 0.589
N 0.217 -0.953 1.716
H 0.416 1.457 -0.302
H -0.553 2.011 0.951
H -0.130 -0.707 -0.337
H -1.428 0.010 0.761
H -0.276 -1.834 1.855
H 1.116 -1.356 1.640
```

## Properties
Energy relative to the best compared isomer or geometry (same formula, charge and spin): 36.86 kcal per mole
Net charge: +1
Maximum force: 4.8 eV Å⁻¹
HOMO energy: -0.5271 Ha

natural (NBO) atomic charge list, values in e, 2 entries:
1 O -0.953
2 H 0.464